1.
# C3H5ClN2

A single C3H5ClN2 molecule in a non-equilibrium geometry (ωB97M-V with the def2-TZVPD basis set, OMol25).

Calculated values
Energy relative to the best compared isomer or geometry (same formula, charge and spin) in eV: 0.0834
M in g/mol: 104.54
Max |F| in eV/Å: 1.89
SMILES string: [H]/N=C(\N)C(=C)Cl
LUMO in eV: 0.81
E_tot in hartree: -686.9929
Gap between HOMO and LUMO in eV: 9.97

```
11
C3H5ClN2, DFT ωB97M-V with the def2-TZVPD basis set
H 1.82204 -0.78488 1.29681
N 1.33822 -0.82007 0.40963
C 0.37609 0.00097 0.43513
N 0.14111 0.81532 1.48718
C -0.57894 0.04695 -0.71071
C -0.51692 -0.69415 -1.77595
Cl -1.90788 1.13822 -0.40423
H 0.78876 0.88759 2.22478
H -0.58923 1.49029 1.51583
H -1.19971 -0.71187 -2.56524
H 0.32646 -1.36839 -1.91324
```

natural (NBO) population analysis, charges in e, atoms 1 to 2: atom 1 (H): 0.324, atom 2 (N): -0.697


2.
# C3H5ClN2

A single C3H5ClN2 molecule in a non-equilibrium geometry (ωB97M-V with the def2-TZVPD basis set, OMol25).

Calculated values
Energy relative to the best compared isomer or geometry (same formula, charge and spin) in eV: 1.1564
M in g/mol: 104.54
Max |F| in eV/Å: 6.64
SMILES string: [H]/N=C(N)/C=C/Cl
LUMO in eV: 0.43
E_tot in hartree: -686.9534
Gap between HOMO and LUMO in eV: 9.93

```
11
C3H5ClN2, DFT ωB97M-V with the def2-TZVPD basis set
H 1.53130 1.83034 -0.32282
N 0.63014 1.39217 -0.30293
C 0.61713 0.14041 -0.10145
N 1.71849 -0.77826 -0.15715
C -0.69968 -0.51062 -0.20553
C -1.76548 0.19062 0.25943
Cl -3.55604 -0.01578 -0.19331
H 2.54964 -0.25946 0.39618
H 1.40659 -1.55768 0.26975
H -0.72440 -1.53177 -0.62227
H -1.70770 1.10004 0.98009
```

natural (NBO) population analysis, charges in e, atoms 1 to 2: atom 1 (H): 0.338, atom 2 (N): -0.670


3.
# C3H5ClN2O

2 unconnected molecules or ions with the total composition C3H5ClN2O in a non-equilibrium geometry (ωB97M-V with the def2-TZVPD basis set, OMol25).

Calculated values
Energy relative to the best compared isomer or geometry (same formula, charge and spin) in eV: 6.0976
M in g/mol: 120.54
Max |F| in eV/Å: 5.56
LUMO in eV: 0.25
E_tot in hartree: -762.0531
Gap between HOMO and LUMO in eV: 9.11

```
12
C3H5ClN2O, DFT ωB97M-V with the def2-TZVPD basis set
C -1.56419 -0.49732 -0.95835
C 0.30656 0.72945 -0.22402
C 1.19526 1.14680 0.67109
H 1.35663 -0.90482 0.57827
H -0.55758 -1.58568 1.48976
H -1.88357 0.65657 -1.33961
H 0.02442 1.11366 -1.29963
H 1.56210 0.38364 1.42543
N 0.04265 -1.55456 0.55339
N -0.60246 -0.42298 0.06983
O -2.03067 -1.54723 -1.47214
Cl 2.15084 2.48245 0.50598
```

natural (NBO) population analysis, charges in e, atoms 1 to 2: atom 1 (C): 0.517, atom 2 (C): -0.044


4.
# C3H5ClN2O2

A single C3H5ClN2O2 molecule in a non-equilibrium geometry (ωB97M-V with the def2-TZVPD basis set, OMol25).

Calculated values
Energy relative to the best compared isomer or geometry (same formula, charge and spin) in eV: 4.0392
M in g/mol: 136.54
Max |F| in eV/Å: 3.49
SMILES string: [H]/N=C(\CCl)NOC=O
LUMO in eV: 0.44
E_tot in hartree: -837.3919
Gap between HOMO and LUMO in eV: 10.83

```
13
C3H5ClN2O2, DFT ωB97M-V with the def2-TZVPD basis set
H 0.06855 2.58169 -1.21262
N -0.54746 1.89528 -0.65355
C 0.12475 1.00872 -0.00789
C 1.59189 0.86237 -0.05058
Cl 2.34266 -0.88248 -0.02253
N -0.53109 0.25589 1.09922
O -1.96613 0.00979 0.86327
C -2.38395 -0.69885 -0.31887
O -1.58055 -1.41136 -0.82113
H 1.96144 1.42440 -0.98192
H 1.74386 1.26697 0.90418
H -0.22134 -0.76462 1.14393
H -3.45060 -0.38544 -0.66328
```

natural (NBO) population analysis, charges in e, atoms 1 to 2: atom 1 (H): 0.353, atom 2 (N): -0.640


5.
# C3H5ClN2O3

A molecular structure, C3H5ClN2O3 in a non-equilibrium geometry (ωB97M-V with the def2-TZVPD basis set, OMol25).

Calculated values
Energy relative to the best compared isomer or geometry (same formula, charge and spin) in eV: 5.4959
M in g/mol: 152.54
Max |F| in eV/Å: 3.42
LUMO in eV: -1.15
E_tot in hartree: -912.4873
Gap between HOMO and LUMO in eV: 8.13

```
14
C3H5ClN2O3, DFT ωB97M-V with the def2-TZVPD basis set
C -1.38205 0.15415 0.51777
C 0.47026 0.67450 -1.15657
C -0.09335 -0.16548 -0.09069
N 1.38749 0.38179 1.27913
N 0.22331 -1.53162 -0.26228
O 0.91090 0.67134 2.28961
O 1.35114 -1.77723 -0.77567
O -0.51552 -2.43861 0.15224
Cl 1.47207 1.98496 -0.27483
H -2.15887 -0.58373 0.53034
H -0.98298 0.35753 1.50611
H -1.81337 0.95719 -0.04744
H 1.17337 0.07425 -1.70191
H -0.04239 1.24097 -1.96581
```

natural (NBO) population analysis, charges in e, atoms 1 to 2: atom 1 (C): -0.667, atom 2 (C): -0.359


6.
# C3H5ClN2OS

2 unconnected molecules or ions with the total composition C3H5ClN2OS in a non-equilibrium geometry (ωB97M-V with the def2-TZVPD basis set, OMol25).

Calculated values
Energy relative to the best compared isomer or geometry (same formula, charge and spin) in eV: 2.4428
M in g/mol: 152.61
Max |F| in eV/Å: 4.75
SMILES string: C/N=C\C#N.OSCl
LUMO in eV: -0.50
E_tot in hartree: -1160.3493
Gap between HOMO and LUMO in eV: 8.69

```
13
C3H5ClN2OS, DFT ωB97M-V with the def2-TZVPD basis set
C 1.83931 0.71577 -0.22237
N 0.59927 0.07091 0.23815
C 0.42625 -1.23004 0.31689
C 1.34493 -2.22187 -0.20037
N 2.21089 -2.86404 -0.61153
H 2.58246 -0.05918 -0.34790
H 1.63725 1.31392 -1.06377
H 2.24098 1.37625 0.52583
H -0.47973 -1.47129 0.89407
O -2.08564 -0.52087 -0.88484
S -2.52309 -0.28685 0.62353
Cl -4.59059 -0.07376 0.31546
H -1.56495 0.15504 -1.15054
```

natural (NBO) population analysis, charges in e, atoms 1 to 2: atom 1 (C): -0.453, atom 2 (N): -0.349


7.
# C3H5ClN2OS

A single C3H5ClN2OS molecule in a non-equilibrium geometry (ωB97M-V with the def2-TZVPD basis set, OMol25).

Calculated values
Energy relative to the best compared isomer or geometry (same formula, charge and spin) in eV: 2.2431
M in g/mol: 152.61
Max |F| in eV/Å: 8.05
SMILES string: NC(=O)N(S)/C=C/Cl
LUMO in eV: 0.48
E_tot in hartree: -1160.3567
Gap between HOMO and LUMO in eV: 9.67

```
13
C3H5ClN2OS, DFT ωB97M-V with the def2-TZVPD basis set
N 1.47997 -0.00528 -0.89733
C 1.10225 0.84631 0.04616
O 1.85250 1.77857 0.48488
N -0.13741 0.71287 0.43638
S -0.85411 2.05476 1.23108
C -0.97423 -0.33133 0.15103
C -0.83498 -1.62018 0.02454
Cl -2.09034 -2.52789 -1.01709
H 2.45965 -0.20247 -1.44963
H 0.85133 -0.19306 -1.56227
H -0.87260 1.54915 2.45025
H -1.91364 0.21115 -0.37871
H -0.06840 -2.27260 0.48070
```

natural (NBO) population analysis, charges in e, atoms 1 to 2: atom 1 (N): -0.830, atom 2 (C): 0.750


8.
# C3H5ClNO4S

A gas-phase ion, C3H5ClNO4S (charge -1) in a non-equilibrium geometry (ωB97M-V with the def2-TZVPD basis set, OMol25).

Calculated values
Energy relative to the best compared isomer or geometry (same formula, charge and spin) in eV: 0.0762
Charge: -1
M in g/mol: 186.60
Max |F| in eV/Å: 2.71
LUMO in eV: 3.61
E_tot in hartree: -1331.4310
Gap between HOMO and LUMO in eV: 8.49

```
15
C3H5ClNO4S, DFT ωB97M-V with the def2-TZVPD basis set
C -0.31391 0.10989 -1.08688
C 1.42603 0.16752 1.30840
C 1.75916 -0.15595 -0.21476
N -1.50714 -0.50940 -1.27412
O -3.87568 -0.35724 0.14815
O -0.06007 1.27978 -1.23781
O -2.09452 1.10958 0.82893
O 0.64233 -0.82269 -0.84291
S -2.90730 0.65034 -0.27547
Cl -1.51424 -2.20414 -1.22155
H 0.52924 0.89798 1.18605
H 1.02251 -0.62674 1.86491
H 2.35423 0.55541 1.87318
H 2.46772 -0.87096 -0.43233
H 2.07163 0.77661 -0.62379
```

natural (NBO) population analysis, charges in e, atoms 1 to 2: atom 1 (C): 0.841, atom 2 (C): -0.656


9.
# C3H5ClO

A single C3H5ClO molecule in a non-equilibrium geometry (ωB97M-V with the def2-TZVPD basis set, OMol25).

Calculated values
Energy relative to the best compared isomer or geometry (same formula, charge and spin) in eV: 1.2525
M in g/mol: 92.53
Max |F| in eV/Å: 1.75
SMILES string: CO/C=C\Cl
LUMO in eV: 0.91
E_tot in hartree: -652.6873
Gap between HOMO and LUMO in eV: 9.75

```
10
C3H5ClO, DFT ωB97M-V with the def2-TZVPD basis set
C 1.35874 0.47459 -0.61001
O 0.94481 -0.28332 0.55721
C -0.37276 -0.53259 0.86355
C -1.55421 -0.37257 0.26470
Cl -1.94018 0.36459 -1.23650
H 2.43905 0.48460 -0.50768
H 1.09515 -0.02702 -1.54085
H 0.93248 1.48294 -0.52025
H -0.41641 -1.00545 1.85359
H -2.48669 -0.58577 0.87624
```

natural (NBO) population analysis, charges in e, atoms 1 to 2: atom 1 (C): -0.253, atom 2 (O): -0.509


10.
# C3H5ClO2P

2 unconnected molecules or ions with the total composition C3H5ClO2P in a non-equilibrium geometry (ωB97M-V with the def2-TZVPD basis set, OMol25).

Calculated values
Energy relative to the best compared isomer or geometry (same formula, charge and spin) in eV: 4.2158
Charge: -1
M in g/mol: 139.50
Max |F| in eV/Å: 6.06
LUMO (spin up / spin down) in eV: 3.48 / 3.48
E_tot in hartree: -1069.3156
Gap between HOMO and LUMO (spin up / spin down) in eV: 6.86 / 6.87

```
12
C3H5ClO2P, DFT ωB97M-V with the def2-TZVPD basis set
C -2.33218 -0.13983 0.59367
C -1.61603 0.43322 -0.30421
C 1.34971 -0.77689 -0.03131
O 1.98357 1.61754 -1.52511
O 1.78616 1.66833 0.97964
P 1.38125 1.09260 -0.28576
Cl 2.97928 -1.43684 0.25157
H -3.32204 -0.50085 0.38029
H -2.16292 0.00775 1.67635
H -1.72567 0.33316 -1.47268
H 1.01010 -1.34911 -0.99873
H 0.66878 -0.94907 0.73628
```

natural (NBO) population analysis, charges in e, atoms 1 to 2: atom 1 (C): -0.579, atom 2 (C): -0.478